(1)
2 unconnected molecules or ions with the total composition C2H7O2PS, computed with ωB97M-V with the def2-TZVPD basis set.

HOMO-LUMO gap ... 7.75 eV
LUMO level ... -0.67 eV
Relative energy (zero: lowest compared OMol25 entry of this formula, charge and spin) ... 2.5644 eV
HOMO ... -8.4215 eV
Calculated total energy ... -26404.17296 eV

Positions of all 13 atoms, in Å:
S 0.47244 -1.87172 1.30761
P 0.83117 -0.20641 0.36228
O -0.29455 -0.05554 -0.80779
O -0.17984 1.37771 1.36428
C -0.16170 2.26003 2.18941
C -1.17546 -1.14371 -1.18645
H 2.43703 -0.84469 -2.04344
H -2.15305 -0.88798 -0.84854
H 2.64494 -0.65866 -2.70692
H -1.16263 -1.41495 -2.19532
H -0.11308 3.35759 1.92322
H -0.78530 -2.09316 -0.68445
H -0.35998 2.18150 3.32612

=====

(2)
A molecular structure, C31H45Br2N4O2PdSi, computed with ωB97M-V with the def2-TZVPD basis set.

HOMO-LUMO gap ... 5.53 eV
LUMO level ... 2.38 eV
Relative energy (zero: lowest compared OMol25 entry of this formula, charge and spin) ... 0.0000 eV
HOMO ... -3.1512 eV
Calculated total energy ... -194376.29334 eV
Total charge ... -1

Positions of all 86 atoms, in Å:
Pd -1.02178 0.62280 0.56482
Br -2.80488 1.10112 -1.36526
Br -1.29900 -2.17906 0.66992
Si -2.13503 -4.23184 0.36479
O 2.30928 0.72141 1.14555
O 2.19894 -2.02184 -1.99839
N 1.61305 0.69839 -1.12995
N 0.29769 0.82242 -1.28398
N 0.49056 0.44973 2.91470
N -0.65699 1.14830 2.79874
C -1.39695 0.80446 3.85378
C -3.25884 1.92381 -4.58451
C -0.36245 -4.26106 -1.89528
C -1.05320 -4.73132 2.97754
C -5.74347 2.35501 -5.81862
C 0.48410 -0.31061 4.01336
C -0.14936 1.16272 -2.43961
C -0.72279 -0.11315 4.66669
C -1.20866 -5.38958 1.59634
C -4.72987 1.69691 -6.50099
C 3.39786 -0.74900 -0.40099
C -3.50255 1.49216 -5.89162
C 0.21799 -5.66720 1.09964
C 5.78702 -1.07622 -0.15742
C -4.82007 -5.28090 0.22585
C 5.76599 -2.04968 -1.14432
C -1.92695 1.68792 -4.01095
C -4.01924 -4.08028 0.75153
C -1.92384 -6.73733 1.77335
C -2.72671 -3.86357 -2.39750
C -5.50830 2.81142 -4.52912
C 4.60471 -0.44204 0.20636
C -4.24296 -3.98277 2.26793
C -1.55123 1.36603 -2.76442
C -1.97809 -6.15740 -1.77918
C -4.62056 -2.79598 0.15476
C 2.11389 -0.04846 0.07937
C 4.56808 -2.37740 -1.76529
C 3.39822 -1.72656 -1.39450
C -1.78655 -4.66278 -1.48206
C -4.28148 2.60259 -3.91815
H -4.10697 2.97756 -2.92027
H -5.30548 -3.79098 2.45583
H -0.18829 -3.19423 -1.75795
H -3.76755 -4.17273 -2.30334
H 0.54255 1.32765 -3.26906
H -0.23576 -4.49033 -2.96152
H 6.71770 -0.81848 0.33267
H 1.35235 -0.83969 0.23430
H -6.70451 2.51751 -6.29008
H -1.31524 -7.38666 2.41354
H -2.89639 -6.62831 2.25533
H 4.53831 -3.13933 -2.53876
H -5.67623 -2.74029 0.44517
H 0.41238 -4.79635 -1.35058
H -2.66342 -2.79034 -2.20453
H -1.11156 1.73819 -4.72883
H -4.12031 -1.90402 0.53240
H -1.24538 -6.77728 -1.26001
H -0.48730 -3.80155 2.91541
H 2.13058 0.56266 -1.99221
H -3.98127 -4.90194 2.79250
H -6.28600 3.34047 -3.99225
H 1.33061 -0.93318 4.25466
H -4.89483 1.34141 -7.51069
H -3.67597 -3.15861 2.70558
H 6.67635 -2.56036 -1.43431
H 2.32206 -2.77485 -2.58506
H -2.43043 -4.03078 -3.43941
H 4.56024 0.30643 0.98814
H -2.07481 -7.26002 0.82684
H -2.00280 -4.50830 3.45831
H 0.76872 -4.74265 0.91414
H -4.57777 -2.76484 -0.93152
H 0.23595 -6.27036 0.19152
H -0.50433 -5.41890 3.63171
H -1.05407 -0.56232 5.58789
H -4.81360 -5.33443 -0.86336
H -1.84561 -6.33026 -2.85377
H -2.37536 1.24013 3.98307
H 0.75817 -6.22532 1.87270
H -2.71383 0.97817 -6.42905
H -5.86593 -5.18063 0.53885
H -4.45292 -6.23410 0.61225
H 1.28691 0.55419 2.13925
H -2.97300 -6.51691 -1.51086

=====

(3)
A gas-phase ion, C10H17N5 (charge +2), computed with ωB97M-V with the def2-TZVPD basis set.

HOMO-LUMO gap (spin up / spin down) ... 7.31 / 7.22 eV
LUMO level (spin up / spin down) ... -6.85 / -10.39 eV
Spin multiplicity ... 3
HOMO (spin up / spin down) ... -14.1617 / -17.6112 eV
Calculated total energy ... -18076.04026 eV
Total charge ... +2

Positions of all 32 atoms, in Å:
N 4.28396 -0.83482 -0.25967
N 3.49516 1.22119 0.16907
N 1.22360 -1.56552 -0.06373
N -0.59971 -1.86876 1.51757
N -0.29665 0.31776 -0.01452
C 4.80077 1.31202 0.15286
C -1.70875 1.52201 1.47193
C -1.54943 0.94883 0.00384
C -0.97284 -2.25617 -0.91451
C 3.20487 -0.07112 0.00793
C 5.34568 0.00156 -0.23348
C 0.90828 0.67262 -0.21062
C -0.12203 -1.42924 -0.00877
C -1.63774 2.01657 -1.11772
C 1.87659 -0.42918 -0.18444
H -2.08661 0.68009 2.02491
H -0.74634 2.70803 -0.88756
H -2.63010 2.42500 -1.08090
H -1.07723 -2.82706 1.31781
H -2.36004 0.21848 -0.25496
H -0.84378 -2.01166 -1.98529
H 1.23279 1.63108 -0.43142
H 4.28852 -1.80243 -0.24062
H -0.65635 1.70050 1.89169
H -1.40160 1.54983 -2.08579
H 5.26084 2.27500 0.32289
H 6.39288 -0.32829 -0.52389
H -0.75622 -3.26567 -0.70769
H -1.20674 -1.09892 1.92292
H -1.99959 -2.14477 -0.73352
H 0.30474 -1.97747 2.02930
H -2.34248 2.36357 1.47465

=====

(4)
C14H28N6O5 in the gas phase, computed with ωB97M-V with the def2-TZVPD basis set.

HOMO-LUMO gap ... 8.99 eV
LUMO level ... 0.18 eV
Relative energy (zero: lowest compared OMol25 entry of this formula, charge and spin) ... 2.6376 eV
HOMO ... -8.8038 eV
Calculated total energy ... -34149.84320 eV

Positions of all 53 atoms, in Å:
O 3.11878 1.13140 -0.93614
O 2.53323 -2.17709 2.17754
O 3.37224 -0.81354 -2.01410
O 3.29637 -0.21173 2.91152
O -2.90844 -2.82077 -0.94577
N -1.79900 1.05250 1.98000
N -0.35208 0.85492 -0.91781
N 0.32368 2.00764 1.54415
N 1.34704 0.21430 -2.09751
N 0.98830 2.53240 -1.92659
N -1.70997 3.35946 1.45425
C -1.93980 -0.84157 -1.98532
C 0.53099 -0.98011 -1.96206
C 3.45054 -1.15204 2.16907
C 2.76998 0.16756 -1.65761
C -1.26309 1.82134 -0.31184
C 4.62280 -1.21687 1.24151
C 0.65915 1.25515 -1.63950
C -0.53915 -1.37407 0.20099
C -0.71599 -0.56026 -1.09294
C -3.16631 -1.48860 -1.34905
C -3.85032 -0.68388 -0.26447
C 0.75028 -1.05240 0.95803
C 1.75913 -2.20373 0.97776
C -1.08166 2.01730 1.19182
H -1.67902 -1.43956 -2.84426
H 4.53696 -1.98010 0.48055
H -1.75704 3.43267 2.46335
H -3.33402 -0.71038 0.68688
H 4.71695 -0.24101 0.79234
H 1.82340 2.90922 -1.51389
H -4.07002 0.32279 -0.58663
H 1.29779 -3.17834 0.88274
H 1.09109 -1.82431 -1.59710
H -2.27991 0.11280 -2.38383
H 0.79923 2.80852 1.15615
H -2.78434 1.27072 1.92953
H -1.03426 2.78828 -0.73193
H -1.08071 4.10148 1.16757
H -2.98984 -2.86325 0.00738
H -1.37778 -1.31622 0.87998
H -0.48850 -2.40882 -0.11443
H 0.49553 3.05230 -2.62239
H 2.44261 -2.05141 0.14496
H -1.53844 1.10854 2.95678
H -4.81993 -1.14544 -0.10185
H -2.30174 1.63089 -0.54087
H 5.53120 -1.40344 1.79840
H 0.52367 -0.84142 1.99426
H 1.28131 -0.19300 0.57453
H -3.90083 -1.57455 -2.14666
H 0.39134 2.05601 2.55184
H 0.30862 -1.26030 -2.98936